one | {
  "formula": "C2H4N2OS",
  "method": "wB97M-V/def2-TZVPD",
  "symbols": ["H", "N", "C", "N", "O", "C", "S", "H", "H", "H"],
  "coordinates": [[0.6907, 1.9813, -1.7473], [0.6442, 1.0280, -2.1791], [0.5153, 0.1474, -1.2984], [0.4142, 0.2252, 0.0727], [0.1859, -1.0095, 0.6864], [-0.7221, -0.9913, 1.5601], [-1.6310, 0.2883, 1.8102], [0.6148, -0.8886, -1.6809], [-0.0224, 1.1723, 0.8000], [-0.6897, -1.9532, 1.9763]],
  "nbo_charge": [0.323, -0.669, 0.251, -0.393, -0.286, 0.056, -0.074, 0.173, 0.416, 0.202],
  "homo_lumo_gap_ev": 9.35,
  "total_charge": 0,
  "smiles": "[H]/N=C\\NOC=S",
  "spin_multiplicity": 1
}


two | {
  "formula": "C2H4N2OS",
  "method": "wB97M-V/def2-TZVPD",
  "symbols": ["N", "C", "O", "C", "N", "S", "H", "H", "H", "H"],
  "coordinates": [[0.7862, -1.5396, 0.2303], [0.6664, -0.2559, -0.1011], [1.6416, 0.3646, -0.4556], [-0.7458, 0.2972, -0.1094], [-0.6466, 1.5821, 0.0914], [-2.0926, -0.6363, -0.2285], [-0.0951, -2.0711, 0.1619], [1.6348, -2.0317, -0.1598], [-1.3702, 2.2474, 0.2441], [0.2213, 2.0434, 0.3268]],
  "nbo_charge": [-0.798, 0.592, -0.603, 0.022, -0.713, -0.136, 0.411, 0.408, 0.404, 0.415],
  "homo_lumo_gap_ev": 8.79,
  "total_charge": 0,
  "smiles": "NC(=O)C(N)=S",
  "spin_multiplicity": 1
}


three | {
  "formula": "C2H4N2OS",
  "method": "wB97M-V/def2-TZVPD",
  "symbols": ["H", "N", "C", "N", "O", "C", "S", "H", "H", "H"],
  "coordinates": [[1.9152, 0.8443, 0.7339], [1.2931, 0.9245, 1.4989], [0.2062, 0.4396, 1.1724], [-0.0019, -0.1470, -0.1163], [1.1227, -0.2646, -0.9022], [-1.1856, -0.5251, -0.5502], [-1.5721, -0.7569, -2.1322], [-0.6243, 0.4939, 1.7852], [0.7435, -0.3884, -1.7992], [-1.8968, -0.6203, 0.3097]],
  "nbo_charge": [0.354, -0.588, 0.252, -0.136, -0.534, -0.097, -0.148, 0.183, 0.502, 0.213],
  "homo_lumo_gap_ev": 9.28,
  "total_charge": 0,
  "smiles": "[H]/N=C\\N(O)C=S",
  "spin_multiplicity": 1
}


two is preferred energetically. Next in line: 263.2 kJ/mol higher.


one | {
  "formula": "C5H12OS",
  "method": "wB97M-V/def2-TZVPD",
  "symbols": ["C", "S", "C", "C", "C", "C", "O", "H", "H", "H", "H", "H", "H", "H", "H", "H", "H", "H", "H"],
  "coordinates": [[1.9862, -1.1379, -2.2649], [0.7937, -1.6846, -0.9324], [1.3055, -0.5786, 0.4897], [0.0464, -0.2698, 1.2122], [-0.7351, 0.9714, 0.6564], [-2.2505, 1.1029, 0.9253], [-2.9405, 0.1985, 0.0070], [1.8143, -0.0020, -2.2925], [1.7851, -1.6488, -3.2782], [2.8871, -1.0992, -1.6180], [1.8448, 0.2460, -0.0489], [2.0069, -1.0543, 1.2014], [0.2889, -0.1173, 2.2920], [-0.4914, -1.1035, 1.1367], [-0.2132, 1.9094, 0.8944], [-0.6552, 0.8648, -0.3996], [-2.6490, 2.1652, 0.8408], [-2.4020, 0.8051, 2.0221], [-2.4220, 0.4327, -0.8435]],
  "nbo_charge": [-0.754, 0.119, -0.488, -0.412, -0.420, -0.072, -0.711, 0.205, 0.260, 0.232, 0.207, 0.221, 0.199, 0.213, 0.206, 0.186, 0.172, 0.177, 0.459],
  "homo_lumo_gap_ev": 9.38,
  "total_charge": 0,
  "smiles": "CSCCCCO",
  "spin_multiplicity": 1
}


two | {
  "formula": "C5H12OS",
  "method": "wB97M-V/def2-TZVPD",
  "symbols": ["C", "C", "C", "C", "C", "O", "S", "H", "H", "H", "H", "H", "H", "H", "H", "H", "H", "H", "H"],
  "coordinates": [[2.6050, -1.8063, 0.5028], [-0.3295, 0.8087, 1.6867], [-2.9320, 0.2039, -1.1900], [2.1429, -0.7457, -0.3291], [-0.3849, 0.7958, 0.1959], [-0.6146, -0.4343, -2.0276], [-1.2905, -0.4655, -0.7282], [2.6942, -2.7633, 0.0558], [3.5912, -1.4732, 0.7981], [2.1090, -1.8324, 1.4370], [-0.6575, -0.0944, 2.1035], [-0.8766, 1.6409, 2.0863], [0.7779, 0.7905, 1.8356], [-3.5284, 0.3226, -0.3376], [-3.4401, -0.4647, -1.8209], [-2.9276, 1.2613, -1.4747], [2.0642, -1.0600, -1.3495], [2.3235, 0.3379, -0.0928], [0.1353, 1.6244, -0.3470]],
  "nbo_charge": [-0.697, -0.698, -0.819, -0.278, -0.327, -1.004, 1.239, 0.219, 0.222, 0.214, 0.217, 0.226, 0.229, 0.213, 0.239, 0.233, 0.190, 0.173, 0.208],
  "homo_lumo_gap_ev": [7.51, 9.04],
  "total_charge": 0,
  "spin_multiplicity": 1
}


one is preferred energetically. Next in line: 356.0 kJ/mol higher.


one | {
  "formula": "C4H2F2O",
  "method": "wB97M-V/def2-TZVPD",
  "symbols": ["O", "C", "F", "C", "C", "C", "F", "H", "H"],
  "coordinates": [[-2.2528, 0.5579, 0.0723], [-1.2119, -0.2693, -0.0963], [-1.3813, -1.3427, 0.7126], [-0.2053, -0.3891, -0.9291], [1.0785, -0.2815, -0.8651], [1.8670, 0.3756, -0.0376], [2.7466, -0.2066, 0.8120], [-2.9154, 0.2253, 0.6725], [2.2745, 1.3303, -0.3413]],
  "nbo_charge": [-0.660, 0.681, -0.332, -0.207, -0.067, 0.227, -0.322, 0.511, 0.169],
  "homo_lumo_gap_ev": 8.68,
  "total_charge": 0,
  "smiles": "OC(F)=C=C=CF",
  "spin_multiplicity": 1
}


two | {
  "formula": "C4H2F2O",
  "method": "wB97M-V/def2-TZVPD",
  "symbols": ["C", "C", "C", "C", "O", "F", "F", "H", "H"],
  "coordinates": [[-1.2022, -0.1392, -2.1070], [-1.1101, -0.1143, -0.7296], [0.1107, -0.5974, -1.8274], [-0.7958, -0.1499, 0.5196], [-1.1267, -0.3634, 1.7502], [0.4090, -1.8860, -1.4166], [0.7804, 0.9383, 0.8021], [0.9657, 0.0129, -1.9845], [-0.2627, -0.3822, 2.1737]],
  "nbo_charge": [0.003, -0.289, 0.340, 0.702, -0.585, -0.309, -0.616, 0.215, 0.539],
  "homo_lumo_gap_ev": 7.95,
  "total_charge": 0,
  "spin_multiplicity": 1
}


three | {
  "formula": "C4H2F2O",
  "method": "wB97M-V/def2-TZVPD",
  "symbols": ["F", "C", "C", "C", "O", "C", "F", "H", "H"],
  "coordinates": [[1.3051, 1.5690, 1.0952], [0.5106, 0.6060, 0.5502], [0.8467, -0.0470, -0.6648], [-0.3239, -0.7358, -0.9551], [-1.3523, -0.5837, 0.0230], [-0.7756, 0.3413, 0.9827], [-1.5836, 0.4213, 1.9454], [1.8559, 0.0168, -1.2262], [-0.4829, -1.5879, -1.7505]],
  "nbo_charge": [-0.314, 0.217, -0.366, 0.108, -0.443, 0.562, -0.253, 0.267, 0.221],
  "homo_lumo_gap_ev": 9.80,
  "total_charge": 0,
  "smiles": "Fc1ccoc1F",
  "spin_multiplicity": 1
}


three is preferred energetically. Next in line: 227.3 kJ/mol higher.


one | {
  "formula": "C3H6N2O3S",
  "method": "wB97M-V/def2-TZVPD",
  "symbols": ["H", "N", "C", "O", "N", "C", "O", "O", "C", "S", "H", "H", "H", "H", "H"],
  "coordinates": [[-0.4836, 2.5672, -2.1179], [-0.3594, 1.5073, -1.9728], [0.0658, 1.1813, -0.8610], [0.8228, 1.8555, 0.0127], [1.1028, 1.2874, 1.2654], [-0.0540, -0.5619, -0.4323], [0.8717, -1.1609, -1.3835], [-1.2516, -1.2656, -0.4442], [-0.6463, -1.7696, 0.7102], [-1.2958, -1.3420, 2.3027], [1.7177, 1.8275, 1.8033], [1.6843, 0.4932, 1.0962], [0.3824, -1.1740, -2.2866], [-0.3377, -2.8227, 0.6275], [-2.2190, -0.6227, 1.6803]],
  "nbo_charge": [0.380, -0.716, 0.606, -0.384, -0.495, 0.388, -0.754, -0.524, -0.056, 0.017, 0.358, 0.343, 0.483, 0.210, 0.142],
  "homo_lumo_gap_ev": 9.45,
  "total_charge": 0,
  "smiles": "[H]/N=C(\\ON)[C@]1(O)O[C@@H]1S",
  "spin_multiplicity": 1
}


two | {
  "formula": "C3H6N2O3S",
  "method": "wB97M-V/def2-TZVPD",
  "symbols": ["C", "C", "C", "N", "N", "O", "O", "O", "S", "H", "H", "H", "H", "H", "H"],
  "coordinates": [[-1.8561, 0.4469, 0.5626], [-1.5177, -0.8093, 0.4079], [-1.1484, 1.3572, -0.4217], [0.0815, 0.0292, -0.8604], [2.2430, -1.1301, -0.3448], [2.1305, 1.4387, -0.0598], [1.2007, -0.1604, 1.5334], [-0.5473, -1.1163, -0.4388], [1.4746, 0.1979, 0.2170], [-2.6687, 0.8376, 1.1227], [-1.6534, -1.5208, 1.1225], [-1.5672, 1.3863, -1.3628], [-0.4902, 2.0224, 0.0421], [1.5001, -1.8198, -0.3326], [2.8186, -1.1593, -1.1872]],
  "nbo_charge": [-0.334, 0.141, -0.195, -0.380, -1.086, -0.918, -0.933, -0.378, 2.378, 0.235, 0.205, 0.220, 0.229, 0.403, 0.413],
  "homo_lumo_gap_ev": 10.10,
  "total_charge": 0,
  "spin_multiplicity": 1
}


two is preferred energetically. Next in line: 129.7 kJ/mol higher.


one | {
  "formula": "C3H6N2O3S",
  "method": "wB97M-V/def2-TZVPD",
  "symbols": ["C", "C", "C", "N", "N", "O", "O", "O", "S", "H", "H", "H", "H", "H", "H"],
  "coordinates": [[-0.7696, 0.0595, 0.7624], [1.5707, 0.6482, -0.3362], [1.3063, -0.7774, 0.1007], [0.6328, 1.4382, 0.3822], [-0.0505, -0.9707, 0.5772], [-1.6330, 0.4439, -1.2652], [-3.3401, 0.9377, 0.4400], [-2.7226, -1.3748, -0.0768], [-2.4174, 0.0122, -0.0603], [2.5225, 1.0619, 0.0920], [1.5848, 0.7565, -1.3916], [1.5994, -1.4824, -0.5989], [1.8928, -0.8584, 0.9781], [0.0465, 2.0623, -0.0395], [-0.2225, -1.9567, 0.4358]],
  "nbo_charge": [0.236, -0.262, -0.233, -0.525, -0.522, -0.930, -0.906, -0.945, 2.398, 0.225, 0.200, 0.223, 0.215, 0.375, 0.451],
  "homo_lumo_gap_ev": 9.05,
  "total_charge": 0,
  "spin_multiplicity": 1
}


two | {
  "formula": "C3H6N2O3S",
  "method": "wB97M-V/def2-TZVPD",
  "symbols": ["N", "C", "C", "S", "N", "O", "C", "O", "O", "H", "H", "H", "H", "H", "H"],
  "coordinates": [[-1.1314, 1.5655, -0.8592], [-1.2128, 0.7576, 0.3831], [0.1342, 0.8227, 1.2917], [1.5327, 0.7890, -0.0580], [1.5694, -0.8418, 0.2010], [2.4139, -1.3657, -0.4372], [-1.5006, -0.5340, -0.0994], [-1.5065, -0.7877, -1.3448], [-1.8046, -1.3515, 0.8867], [-0.9337, 2.5561, -0.4601], [-0.3196, 1.2802, -1.4466], [-2.1165, 0.8704, 0.9208], [0.1939, -0.0693, 1.9127], [0.0574, 1.7775, 1.7041], [-1.8169, -2.3435, 0.6134]],
  "nbo_charge": [-0.794, -0.204, -0.473, 0.397, -0.063, -0.304, 0.768, -0.591, -0.684, 0.338, 0.385, 0.236, 0.255, 0.216, 0.517],
  "homo_lumo_gap_ev": 9.22,
  "total_charge": 0,
  "smiles": "N[C@H](CSN=O)C(=O)O",
  "spin_multiplicity": 1
}


two is preferred energetically. Next in line: 110.2 kJ/mol higher.


one | {
  "formula": "C7H10O2S",
  "method": "wB97M-V/def2-TZVPD",
  "symbols": ["C", "C", "C", "C", "C", "C", "C", "O", "O", "S", "H", "H", "H", "H", "H", "H", "H", "H", "H", "H"],
  "coordinates": [[-0.6307, -0.6469, -0.2419], [1.5559, -0.0272, -1.2062], [1.7517, -1.1978, -0.2279], [0.0538, 1.2041, 0.3945], [0.4461, 0.1320, 1.4545], [0.1133, 0.4178, -0.9449], [0.4770, -1.1638, 0.6202], [-4.6320, 0.5174, -1.4408], [-4.0890, 0.7739, 0.9187], [-4.2927, -0.1115, -0.1950], [2.2594, 0.7868, -1.0208], [1.6778, -0.3410, -2.2446], [1.8046, -2.1505, -0.7597], [2.6518, -1.0972, 0.3783], [-0.9446, 1.6006, 0.5803], [0.7572, 2.0349, 0.3627], [1.4263, 0.3282, 1.8917], [-0.2891, 0.0823, 2.2571], [-0.3817, 0.9257, -1.7688], [0.2847, -2.0676, 1.1925]],
  "nbo_charge": [0.181, -0.420, -0.411, -0.409, -0.400, -0.378, -0.376, -0.836, -0.840, 1.671, 0.207, 0.217, 0.210, 0.210, 0.240, 0.232, 0.219, 0.231, 0.229, 0.224],
  "homo_lumo_gap_ev": 8.05,
  "total_charge": 0,
  "spin_multiplicity": 1
}


two | {
  "formula": "C7H10O2S",
  "method": "wB97M-V/def2-TZVPD",
  "symbols": ["C", "S", "C", "C", "C", "O", "H", "H", "H", "H", "H", "H", "H", "H", "C", "C", "C", "O", "H", "H"],
  "coordinates": [[1.3888, 0.0103, 1.8409], [1.6698, -1.0049, 0.3498], [0.3143, -0.4435, -0.6445], [-0.9358, -0.8842, -0.5233], [-1.3984, -1.9591, 0.4025], [-1.9474, -0.3666, -1.2697], [0.5353, -0.3813, 2.3892], [1.2120, 1.0398, 1.5458], [2.2892, -0.0636, 2.4429], [0.5723, 0.3247, -1.3613], [-2.0990, -1.5422, 1.1267], [-1.9269, -2.7208, -0.1704], [-0.5527, -2.4063, 0.9160], [-1.6226, 0.3561, -1.8220], [-0.0611, 2.7068, -3.2525], [0.5830, 2.8905, -2.2541], [1.2708, 3.1242, -1.0189], [0.7415, 3.2806, 0.0495], [-0.5388, 2.5322, -4.1725], [2.3728, 3.1303, -1.1477]],
  "nbo_charge": [-0.728, 0.187, -0.512, 0.366, -0.676, -0.675, 0.208, 0.228, 0.221, 0.201, 0.228, 0.230, 0.239, 0.483, -0.145, -0.122, 0.354, -0.466, 0.242, 0.138],
  "homo_lumo_gap_ev": 8.06,
  "total_charge": 0,
  "smiles": "CS/C=C(\\C)O.C#CC=O",
  "spin_multiplicity": 1
}


two is preferred energetically. Next in line: 65.2 kJ/mol higher.


one | {
  "formula": "C7H10O",
  "method": "wB97M-V/def2-TZVPD",
  "symbols": ["C", "C", "C", "C", "C", "C", "C", "O", "H", "H", "H", "H", "H", "H", "H", "H", "H", "H"],
  "coordinates": [[2.1605, -0.3468, -1.4765], [1.1648, -0.4731, -0.2311], [0.8053, -1.3059, 0.8158], [-0.4870, -1.0108, 1.3120], [-0.9243, 0.1272, 0.7037], [-2.1415, 0.9650, 0.9402], [0.1974, 0.5804, -0.1564], [-0.7061, 0.9184, -1.2707], [1.7150, -0.4886, -2.6027], [2.7279, -1.3323, -1.2842], [2.6194, 0.6066, -1.4918], [1.3694, -2.2409, 0.9310], [-0.7206, -1.1604, 2.3945], [-1.9488, 1.7873, 1.7200], [-2.4844, 1.5211, -0.0112], [-3.1425, 0.2729, 1.0415], [0.3337, 1.6857, 0.3421], [-0.5382, -0.1058, -1.6761]],
  "nbo_charge": [-0.642, -0.082, -0.167, -0.325, 0.112, -0.686, -0.031, -0.699, 0.219, 0.229, 0.227, 0.212, 0.223, 0.234, 0.252, 0.237, 0.225, 0.463],
  "homo_lumo_gap_ev": 8.32,
  "total_charge": 0,
  "smiles": "CC1=CC=C(C)C1O",
  "spin_multiplicity": 1
}


two | {
  "formula": "C7H10O",
  "method": "wB97M-V/def2-TZVPD",
  "symbols": ["C", "O", "C", "C", "C", "C", "C", "C", "H", "H", "H", "H", "H", "H", "H", "H", "H", "H"],
  "coordinates": [[0.5675, 0.9888, 1.8377], [-0.7048, 0.8016, 1.3008], [-0.5136, 0.0956, 0.1620], [-2.0276, -0.4492, -0.3648], [0.3739, -1.1670, 0.0741], [1.3705, -1.0023, -0.8841], [1.1834, 0.2642, -1.5373], [0.1317, 0.8508, -0.9327], [0.9930, -0.1016, 1.9053], [1.1895, 1.7297, 1.4007], [0.6273, 1.5250, 2.7839], [-1.7308, -1.2322, -1.2402], [-2.7357, 0.3243, -0.8857], [-2.3715, -0.8737, 0.5147], [0.3561, -2.1044, 0.6860], [2.1125, -1.8862, -0.8218], [1.7009, 0.4754, -2.5217], [-0.5222, 1.7610, -1.4770]],
  "nbo_charge": [-0.277, -0.504, 0.162, -0.580, -0.230, -0.255, -0.262, -0.179, 0.189, 0.184, 0.196, 0.219, 0.220, 0.211, 0.220, 0.236, 0.232, 0.219],
  "homo_lumo_gap_ev": 9.00,
  "total_charge": 0,
  "smiles": "COC1(C)C=CC=C1",
  "spin_multiplicity": 1
}


two is preferred energetically. Next in line: 75.6 kJ/mol higher.


one | {
  "formula": "C5H13N3O",
  "method": "wB97M-V/def2-TZVPD",
  "symbols": ["C", "C", "C", "N", "O", "C", "C", "N", "N", "H", "H", "H", "H", "H", "H", "H", "H", "H", "H", "H", "H", "H"],
  "coordinates": [[-2.2119, 1.1167, -1.0630], [-1.4649, 0.2257, -0.3953], [-1.8895, -1.1928, -0.1750], [-0.2508, 0.7448, 0.0686], [-0.2218, 2.1323, 0.3742], [0.9510, -0.1243, 0.2459], [2.2298, 0.6725, 0.5196], [1.1645, -0.9076, -0.9428], [0.7271, -1.0320, 1.3288], [-3.1774, 0.8352, -1.4743], [-1.9089, 2.1410, -1.2503], [-1.1288, -1.9123, -0.4841], [-2.7960, -1.4314, -0.7425], [-2.1131, -1.3537, 0.8847], [0.6234, 2.3231, 0.8102], [3.1003, 0.0072, 0.5600], [2.4128, 1.4042, -0.2751], [2.1848, 1.1973, 1.4793], [0.5291, -0.8285, -1.7312], [2.0792, -1.2794, -1.1820], [0.7367, -2.0380, 1.2054], [0.4242, -0.7001, 2.2390]],
  "nbo_charge": [-0.490, 0.154, -0.647, -0.191, -0.552, 0.411, -0.633, -0.900, -0.901, 0.189, 0.213, 0.226, 0.223, 0.223, 0.474, 0.230, 0.215, 0.200, 0.398, 0.386, 0.394, 0.379],
  "homo_lumo_gap_ev": 8.10,
  "total_charge": 0,
  "smiles": "C=C(C)N(O)C(C)(N)N",
  "spin_multiplicity": 1
}


two | {
  "formula": "C5H13N3O",
  "method": "wB97M-V/def2-TZVPD",
  "symbols": ["C", "C", "C", "C", "N", "C", "N", "O", "N", "H", "H", "H", "H", "H", "H", "H", "H", "H", "H", "H", "H", "H"],
  "coordinates": [[1.4433, -1.2476, -0.0261], [-0.9048, -0.1563, 1.7238], [1.4529, -1.3624, -1.5138], [-0.4600, 2.5176, -0.0509], [-0.5123, 0.0055, 0.3300], [0.3437, 1.2385, 0.0846], [-1.6071, -0.2727, -0.5316], [0.8445, -2.2633, 0.6452], [1.5617, 1.0604, 0.0050], [0.0003, -2.4679, 0.2119], [2.3670, -0.9903, 0.4645], [-1.4481, 0.1189, -1.4540], [-2.4851, 0.1415, -0.2070], [-1.2228, -1.1880, 1.8869], [-1.7237, 0.5211, 2.0024], [-0.0420, 0.0449, 2.3565], [0.4397, -1.4617, -1.9137], [2.0007, -2.2713, -1.7933], [1.9380, -0.4986, -1.9593], [0.2219, 3.3638, -0.1048], [-1.0746, 2.5075, -0.9571], [-1.1334, 2.6604, 0.8009]],
  "nbo_charge": [0.405, -0.424, -0.709, -0.689, -0.320, 0.286, -0.678, -0.674, -0.537, 0.480, 0.204, 0.362, 0.333, 0.205, 0.172, 0.228, 0.213, 0.229, 0.254, 0.241, 0.209, 0.208],
  "homo_lumo_gap_ev": [8.16, 8.16],
  "total_charge": 0,
  "spin_multiplicity": 1
}


one is preferred energetically. Next in line: 146.9 kJ/mol higher.